## a
Density functional theory data (wB97M-V/def2-TZVPD) for a 2-piece molecular cluster, C2H9N2OP overall.

Properties
**Frontier orbital gap (alpha / beta)**: 0.3903 / 0.1900 hartree

Structure (ORCA input):
```
! RIJCOSX wB97M-V def2-TZVPD def2/J DEFGRID3
* xyz 0 1
P -1.735 0.690 0.668
O -1.728 -0.593 -0.235
N 1.384 -0.524 1.003
N -2.935 1.383 -0.282
C -1.068 -1.843 -0.169
C 1.756 0.521 0.088
H -1.357 -2.545 0.531
H -3.178 2.299 -0.085
H -1.285 -2.174 -1.169
H -0.045 -1.738 0.041
H 2.223 -0.661 1.719
H 2.763 0.350 -0.341
H 2.016 1.594 0.504
H -3.251 0.676 -0.997
H 1.044 0.513 -0.734
*
```

=====

## b
Density functional theory data (wB97M-V/def2-TZVPD) for C2H9N2OP as an isolated structure.

Properties
**Frontier orbital gap**: 0.3556 hartree

Structure (ORCA input):
```
! RIJCOSX wB97M-V def2-TZVPD def2/J DEFGRID3
* xyz 0 1
P -2.258 -0.307 0.368
O -1.874 1.073 0.182
N 0.215 -1.872 -0.703
N -0.198 -0.791 -0.354
C 0.723 0.236 0.190
C 1.328 1.039 -0.878
H -1.630 -0.899 1.478
H 0.104 0.680 0.955
H 0.498 1.614 -1.389
H 1.225 -1.946 -0.702
H -3.575 -0.291 0.957
H -2.811 -1.026 -0.741
H 1.605 0.293 -1.671
H 1.381 -0.378 0.787
H 2.223 1.533 -0.424
*
```

=====

Relative energy table, unit kcal/mol: a 17.2; b 0.0